[1]
{"formula": "C4H9NO2", "method": "the ωB97M-V functional and the def2-TZVPD basis", "elements": ["C", "C", "C", "O", "C", "N", "O", "H", "H", "H", "H", "H", "H", "H", "H", "H"], "coordinates": [[-1.932751, 0.089311, -0.456560], [-0.514190, 0.478638, 0.098249], [-0.200355, -0.270693, 1.385399], [1.195118, -0.371991, 1.136897], [1.099790, -0.055443, -0.235391], [2.262469, 0.676982, -0.591642], [1.008019, -1.133391, -1.103749], [-2.708795, 0.418330, 0.265886], [-2.231344, 0.555180, -1.401855], [-2.114202, -0.992680, -0.546379], [-0.518214, 1.564965, 0.221739], [-0.397046, 0.237789, 2.329181], [-0.663894, -1.268617, 1.396515], [2.772491, 0.320967, -1.392231], [2.879415, 0.919098, 0.173967], [0.063492, -1.168440, -1.280033]], "forces_ev_per_a": [[0.3, 0.0, -0.2], [0.3, 0.1, 0.2], [-0.3, 0.0, 0.4], [0.1, -0.2, 0.0], [-0.5, 0.4, -0.1], [-0.5, 0.4, -0.2], [-0.4, -0.1, -0.1], [0.6, 0.0, -0.1], [0.4, 0.0, 0.0], [0.4, 0.2, -0.1], [0.3, -0.1, 0.1], [0.0, 0.0, 0.0], [0.0, 0.2, 0.1], [-0.4, 0.0, 0.2], [-0.4, -0.1, 0.0], [0.0, -0.6, -0.4]], "nbo_charge": [-0.646, -0.309, -0.080, -0.538, 0.680, -0.861, -0.714, 0.227, 0.221, 0.203, 0.214, 0.182, 0.163, 0.389, 0.390, 0.477], "largest_force_ha_per_bohr": 0.0137, "de_lowest_kcal_mol": 55.87, "spin_multiplicity": 1, "smiles": "C[C@H]1CO[C@@]1(N)O"}



[2]
{"formula": "C2H8N2O3S", "method": "the ωB97M-V functional and the def2-TZVPD basis", "elements": ["C", "N", "C", "O", "S", "N", "O", "O", "H", "H", "H", "H", "H", "H", "H", "H"], "coordinates": [[0.567106, -0.548262, -1.066078], [-0.022483, -0.109282, 0.198882], [-1.402249, -0.596667, 0.437245], [0.907172, -0.288794, 1.288964], [0.903926, 1.204067, 2.294818], [1.050170, 2.213144, 0.963341], [-0.367749, 1.215504, 3.002233], [2.081999, 1.213267, 3.025981], [1.217842, -1.377409, -0.862140], [-0.435617, -0.588396, -1.641145], [1.268016, 0.280761, -1.387579], [-1.689962, -0.576906, 1.618615], [-2.075149, 0.094162, 0.050158], [-1.516102, -1.632843, 0.006141], [0.444201, 3.062662, 0.797652], [1.978712, 2.232177, 0.553229]], "forces_ev_per_a": [[-1.1, 2.5, 0.9], [-0.4, 0.6, 1.2], [1.4, -2.1, 3.6], [-0.7, 1.6, 0.9], [-3.4, -1.6, -3.5], [-1.3, 1.4, 1.0], [1.6, 0.7, -1.7], [2.4, -0.4, 1.2], [-0.3, -1.2, -0.6], [2.4, -0.6, -0.1], [-1.0, -0.8, -0.2], [1.1, -0.3, -2.9], [-1.2, 1.1, -1.2], [-0.3, 0.9, 0.6], [1.0, -1.8, 0.6], [-0.2, 0.0, 0.4]], "nbo_charge": [-0.430, -0.190, -0.448, -0.569, 2.430, -1.095, -0.891, -0.897, 0.203, 0.223, 0.193, 0.241, 0.201, 0.180, 0.430, 0.418], "largest_force_ha_per_bohr": 0.1009, "de_lowest_kcal_mol": 84.92, "spin_multiplicity": 1, "smiles": "CN(C)OS(N)(=O)=O"}



[3]
{"formula": "C3H9N3O", "method": "the ωB97M-V functional and the def2-TZVPD basis", "elements": ["C", "C", "O", "C", "N", "N", "N", "H", "H", "H", "H", "H", "H", "H", "H", "H"], "coordinates": [[-0.702231, -0.352541, 1.690348], [-0.538884, 0.470772, 0.442012], [-1.448752, 1.525909, 0.405950], [-0.099061, -0.032485, -0.750563], [-0.437993, 0.618297, -1.954753], [0.953600, -0.954803, -0.750638], [1.991207, -0.704083, 0.196541], [-1.731868, -0.286896, 2.037243], [-0.475109, -1.400096, 1.522497], [-0.048615, 0.019825, 2.482539], [-1.182217, 2.121114, -0.305354], [-1.424685, 0.555812, -2.173156], [0.203000, 0.441236, -2.720105], [1.362747, -1.088816, -1.667983], [1.788279, -1.256913, 1.029220], [1.790582, 0.323670, 0.516198]], "forces_ev_per_a": [[0.6, 0.5, 0.1], [-1.5, -1.1, -1.1], [0.2, 0.2, 0.2], [0.4, 1.3, 1.0], [0.2, -0.3, 0.3], [0.1, -0.4, -0.3], [-0.6, 2.0, 0.7], [-0.1, 0.1, 0.0], [0.1, -0.1, -0.1], [-0.1, -0.1, 0.2], [0.0, 0.0, -0.1], [0.2, 0.0, -0.3], [-0.5, 0.0, 0.0], [-0.1, 0.1, 0.2], [0.0, 0.1, -0.2], [0.7, -2.1, -0.6]], "nbo_charge": [-0.657, 0.158, -0.707, 0.227, -0.849, -0.468, -0.642, 0.230, 0.217, 0.209, 0.480, 0.389, 0.378, 0.358, 0.343, 0.336], "largest_force_ha_per_bohr": 0.0447, "de_lowest_kcal_mol": 60.14, "spin_multiplicity": 1, "smiles": "C/C(O)=C(/N)NN"}



Taking the records one at a time from the top gives gap between HOMO and LUMO values of 10.3; 9.1; 8.1 eV.